[1]
{
  "formula": "C4H8BO4",
  "method": "ωB97M-V/def2-TZVPD",
  "gap_ev": 8.19,
  "e_above_lowest_ev": 1.223,
  "total_charge": -1,
  "homo_ev": -4.790,
  "species": ["B", "C", "C", "C", "C", "O", "O", "O", "O", "H", "H", "H", "H", "H", "H", "H", "H"],
  "xyz": [[0.108, 1.489, 0.359], [-2.207, 0.170, 0.217], [-0.221, -0.423, -1.582], [-0.218, -1.120, 1.266], [-0.651, 0.007, 0.390], [-2.964, -0.508, 0.883], [-2.616, 1.047, -0.656], [1.362, 1.719, 0.975], [-0.416, 2.442, -0.379], [-0.634, 0.459, -1.914], [0.849, -0.539, -1.665], [-0.814, -1.289, -1.707], [0.374, -1.949, 0.720], [-1.072, -1.531, 1.584], [0.507, -0.961, 2.107], [1.633, 2.671, 0.937], [-1.376, 1.988, -0.612]]
}

[2]
{
  "formula": "C3H2Cl3NO",
  "method": "ωB97M-V/def2-TZVPD",
  "gap_ev": [7.76, 9.68],
  "e_above_lowest_ev": 0.000,
  "s_squared": 2.015,
  "total_charge": 0,
  "multiplicity": 3,
  "homo_ev": [-7.504, -11.456],
  "species": ["C", "C", "C", "N", "O", "Cl", "Cl", "Cl", "H", "H"],
  "xyz": [[0.577, 0.663, -0.382], [0.781, -0.540, 0.364], [0.301, -1.512, -1.992], [0.432, 1.692, -0.888], [1.907, -1.063, 0.699], [2.028, -1.153, -2.616], [-0.932, -0.719, -2.904], [0.083, -3.075, -1.561], [-0.036, -1.166, 0.818], [2.641, -0.510, 0.427]]
}

[3]
{
  "formula": "C7H16N2O2S2",
  "method": "ωB97M-V/def2-TZVPD",
  "gap_ev": 9.51,
  "smiles": "CNC(=O)CNC(C)=O.SCCS",
  "total_charge": 0,
  "homo_ev": -9.108,
  "species": ["C", "N", "C", "O", "C", "N", "C", "C", "O", "H", "H", "H", "H", "H", "H", "H", "H", "H", "H", "S", "C", "C", "S", "H", "H", "H", "H", "H", "H"],
  "xyz": [[0.830, -3.127, 2.092], [-0.262, -2.407, 1.440], [-0.231, -1.095, 1.176], [0.739, -0.397, 1.458], [-1.479, -0.502, 0.507], [-1.369, 0.920, 0.160], [-1.434, 1.968, 0.980], [-1.697, 1.759, 2.459], [-1.312, 3.100, 0.540], [1.728, -3.077, 1.472], [0.557, -4.171, 2.250], [1.052, -2.664, 3.055], [-1.083, -2.927, 1.175], [-1.668, -1.064, -0.408], [-2.331, -0.654, 1.168], [-1.161, 1.145, -0.802], [-1.789, 2.734, 2.937], [-2.621, 1.202, 2.595], [-0.859, 1.223, 2.900], [3.554, 1.333, -2.360], [1.947, 0.449, -2.267], [0.942, 1.123, -3.194], [-0.681, 0.267, -3.083], [4.243, 0.710, -1.379], [2.078, -0.599, -2.553], [1.573, 0.476, -1.237], [1.313, 1.090, -4.223], [0.828, 2.175, -2.909], [-1.407, 1.012, -3.948]]
}

[4]
{
  "formula": "C20H21N3O5",
  "method": "ωB97M-V/def2-TZVPD",
  "gap_ev": 8.40,
  "e_above_lowest_ev": 2.629,
  "smiles": "COc1ccc(/C=C\\C(=O)NCC(=O)N/N=C/c2cccc(OC)c2O)cc1",
  "total_charge": 0,
  "homo_ev": -7.900,
  "species": ["C", "O", "C", "C", "C", "C", "C", "C", "C", "O", "N", "C", "C", "O", "N", "N", "C", "C", "C", "C", "C", "C", "O", "C", "C", "O", "C", "C", "H", "H", "H", "H", "H", "H", "H", "H", "H", "H", "H", "H", "H", "H", "H", "H", "H", "H", "H", "H", "H"],
  "xyz": [[-1.770, -3.620, -0.210], [-0.720, -3.288, 0.666], [0.424, -2.771, 0.147], [0.664, -2.559, -1.207], [1.882, -2.054, -1.620], [2.874, -1.710, -0.705], [4.136, -1.165, -1.206], [4.748, -0.047, -0.811], [4.214, 0.901, 0.189], [3.736, 0.603, 1.273], [4.290, 2.196, -0.216], [3.647, 3.258, 0.530], [2.136, 3.284, 0.242], [1.595, 4.144, -0.410], [1.509, 2.204, 0.780], [0.198, 1.975, 0.551], [-0.339, 0.913, 1.011], [-1.734, 0.609, 0.806], [-2.267, -0.548, 1.392], [-3.589, -0.872, 1.218], [-4.419, -0.054, 0.455], [-3.924, 1.095, -0.133], [-4.647, 1.962, -0.895], [-6.014, 1.706, -1.084], [-2.564, 1.446, 0.042], [-2.138, 2.571, -0.542], [2.628, -1.926, 0.651], [1.425, -2.453, 1.068], [-2.565, -4.014, 0.420], [-1.465, -4.388, -0.928], [-2.138, -2.739, -0.744], [-0.085, -2.791, -1.948], [2.058, -1.901, -2.675], [4.565, -1.711, -2.039], [5.651, 0.275, -1.313], [4.551, 2.397, -1.168], [4.079, 4.216, 0.239], [3.818, 3.077, 1.595], [2.061, 1.505, 1.293], [0.247, 0.185, 1.582], [-1.622, -1.183, 1.980], [-3.997, -1.761, 1.673], [-5.454, -0.329, 0.332], [-6.383, 2.526, -1.698], [-6.558, 1.692, -0.134], [-6.179, 0.759, -1.610], [-1.190, 2.712, -0.326], [3.390, -1.693, 1.375], [1.235, -2.636, 2.114]]
}

Number 1: strongest force on any atom 0.0926 hartree/bohr. Number 2: strongest force on any atom 0.0854 hartree/bohr. Number 3: strongest force on any atom 0.0444 hartree/bohr. Number 4: strongest force on any atom 0.0181 hartree/bohr.